Record 1
Formula: C60H120AgN5O12
Source: the OMol25 dataset
Level of theory: ωB97M-V/def2-TZVPD

Geometry as XYZ:
```
198
Properties=species:S:1:pos:R:3:mulliken_charge:R:1
H -4.5103 2.3072 2.7876 0.296
H -0.3346 0.6521 6.1196 0.467
H 2.3457 -3.1274 0.5584 -0.159
H -2.9672 -0.5184 -1.8697 0.317
H 3.4395 -1.8139 4.6566 0.410
H -1.7179 5.4562 -0.7868 0.514
C -4.4945 -1.0599 -0.4170 0.788
H 1.3192 -2.9364 6.4780 0.211
H -1.0328 2.7317 1.6459 -0.186
O 2.7516 -4.2813 5.9762 -0.389
H -1.8878 -0.9377 0.2381 -0.496
H 6.1290 2.8862 0.0623 0.361
H -4.2017 1.9037 -0.8677 -0.110
C -0.2762 -2.7448 -0.7418 -0.246
O 3.3051 -3.1440 0.5100 0.140
C -3.0629 3.6961 1.8666 1.813
C -0.9184 -0.7837 0.7254 -0.367
H -3.3069 7.0277 4.3302 0.376
H 3.1541 4.0729 -4.6645 0.382
H 4.4324 1.5367 -3.6407 0.160
C 3.6759 3.1426 -4.8991 -1.493
H -1.6781 2.7754 3.3110 0.099
H -0.1490 0.0006 -5.3362 0.565
C 5.1857 -5.5010 0.4141 -1.679
C -1.8165 5.2724 0.2826 -0.698
H -6.2853 -2.0572 -0.9461 0.305
H 1.2734 -3.5422 3.6110 0.014
N 3.7090 2.7039 2.4031 0.510
H -5.7340 -5.1519 -2.3007 0.357
H 1.7971 -5.7998 -0.3813 0.328
O 4.4390 3.1758 3.5060 -0.509
C 5.4136 3.3328 0.7572 -2.055
H -8.6178 -0.8597 -0.2490 0.390
H -4.4692 2.6034 -2.4429 0.507
H -2.9885 1.7545 -2.1265 0.398
N -3.1759 4.8660 2.6909 0.336
H -3.7733 -4.2698 -1.2855 -0.002
H 4.8359 4.0483 0.1661 0.401
H -2.7250 -0.8899 3.4938 -0.260
H -0.8796 4.8286 0.6399 -0.101
H 2.8552 -3.3852 2.8896 -0.127
H 4.7992 0.2067 2.0475 0.118
H -0.2907 1.4772 -4.2969 0.554
N 3.5991 -3.8379 -0.6902 0.449
H 5.8451 -1.3846 -1.4305 0.463
H 2.3558 3.3616 -8.0545 0.446
C 1.6031 3.3527 3.4586 -2.048
C 3.3698 -1.8029 -1.9378 -0.741
H -1.5376 -0.0609 7.1833 0.311
O -1.6419 -3.1536 4.7949 -0.779
H -3.7367 -1.3171 4.8679 0.388
H 1.5942 2.2878 -3.1151 0.692
H -3.0129 4.4086 4.5347 0.392
C 2.7919 -4.6116 4.6702 0.346
H 2.4307 -2.2178 -2.3024 0.276
O 3.1194 -5.6812 4.2602 -0.573
H 4.4056 -6.8859 -1.7381 0.466
C -2.8511 4.1453 0.4213 -1.312
C -1.9389 2.6926 2.2519 -0.149
C -2.3298 0.3644 5.2320 0.449
C -1.0292 5.9124 3.3198 -1.015
C -6.7531 0.0145 -0.9406 2.040
H -5.1879 -0.4311 -4.3655 0.469
H -4.7281 1.2243 -4.4945 0.390
H 3.2099 -1.1288 -1.0938 -0.557
H 2.3952 0.8045 -2.6717 -0.798
H 0.3013 -3.6737 -0.7495 0.146
H 6.0633 0.6986 0.9620 0.471
C 3.5945 2.2525 -3.6514 -0.440
C 4.0569 -5.8531 -1.8548 -1.325
C 2.4660 -0.4533 -5.0763 -1.821
H 0.7007 1.2132 1.7944 -0.539
O -2.8129 -5.6814 0.9438 -0.481
H -4.1812 -1.6768 -2.4190 0.471
O -4.3445 -6.9564 -0.0108 -0.381
C -1.1637 -0.0480 6.1581 -0.724
C 2.4564 0.8949 0.6304 0.383
C -3.7980 -5.7778 0.2410 0.179
H 1.8892 0.5403 -0.2378 0.103
H 2.8066 0.1315 3.2469 0.127
H 3.0908 -5.9322 -2.3558 0.307
H -5.7605 1.2620 0.5987 0.203
C 4.1454 1.6559 -6.8332 -1.776
H 3.7229 4.1522 -7.4170 0.384
C 2.2687 1.5097 -3.4968 -0.282
C -4.4864 0.2998 -3.9642 -2.115
H -4.0486 -1.9389 0.0510 -0.077
C -8.2026 -0.4217 -1.1555 -2.035
H 0.8773 -1.9953 0.8928 -1.543
H -2.4732 3.2820 -0.1415 0.203
H -2.2740 1.6573 2.1034 0.095
C 4.5431 2.2179 1.3202 1.967
H 5.7801 -6.3104 -0.0116 0.338
H -1.2938 -3.0376 -1.0013 0.080
H -4.2349 -0.2102 0.2334 -0.408
N 1.8399 1.8337 -5.8534 0.219
H 4.9715 2.2486 -7.2301 0.455
H -8.2575 -1.1562 -1.9605 0.443
C 2.3378 -3.4293 3.8430 0.649
C -5.4236 -6.8593 -0.9608 -0.455
H 5.9669 3.8839 1.5166 0.466
H 0.5785 3.0259 3.6301 -0.158
H -3.4546 0.0146 -4.1603 0.322
C -2.7443 -0.9721 4.5820 -0.072
C 2.4881 1.0435 3.7521 -1.526
H 3.3752 2.4599 -0.5334 0.040
H -8.8036 0.4327 -1.4669 0.412
C 1.7535 0.8599 -4.7701 2.622
C 3.9452 -5.2431 -0.4682 1.621
C -4.0293 -0.7673 -1.8260 -1.527
H -5.2353 3.5952 1.7906 0.669
H -2.5561 8.1391 3.1467 0.420
H -0.4260 5.2402 2.6950 -0.042
H -5.0884 -7.4098 -1.8378 0.263
O -0.7016 -3.0035 1.5980 0.180
C 4.3179 -2.9419 -1.5973 1.557
H -6.9207 2.1577 -0.2911 0.180
H -3.1428 6.8791 0.7704 0.389
C 4.6162 -3.6729 -2.9181 -1.089
H 4.5369 0.8525 -6.2105 0.292
H -6.7042 2.2063 -2.4652 0.368
O -0.8129 -1.3962 5.8346 -0.292
H -6.3348 -7.3264 -0.5973 0.316
H 2.4708 -5.3401 1.1224 0.150
C 5.4429 1.0518 1.7887 -1.463
C -3.1514 7.2332 3.2748 -2.016
H -1.0907 5.3808 4.2696 0.236
C -6.7253 1.1513 0.0894 -1.230
C 3.6692 1.6938 0.1933 -1.507
H 3.5282 -0.4175 -4.8193 0.216
C 2.7301 -5.8672 0.1966 -1.894
H 3.7248 -3.6453 -3.5475 0.380
H 5.4659 -2.1591 0.0274 0.294
H 1.6693 4.2464 2.8383 0.675
C -4.3897 2.9119 1.8897 -1.475
H 3.7625 1.1405 -7.7231 0.350
H 2.7866 -6.9222 0.4701 0.446
H -4.6966 -3.8903 0.1616 -0.074
H 6.4971 -3.0472 -1.1017 0.321
H 2.1153 4.4386 -6.6613 0.417
H -6.5673 -5.0024 -0.7624 0.248
H -0.4569 6.8387 3.3479 0.537
H 0.1987 -0.0748 -3.6161 -0.048
H -3.1355 0.8398 5.7795 0.535
H 5.8207 -4.6247 0.5323 0.348
C -5.6556 -5.3602 -1.2387 -0.556
H 3.8659 2.8791 -2.7963 0.270
C 2.7801 3.6997 -7.1032 -1.962
H 3.8368 -1.1821 -2.7037 0.149
H 4.7365 3.3319 -5.0594 0.473
H 4.5468 4.1195 3.3438 0.369
H 0.5001 1.7949 -7.1980 0.355
H 2.4463 -0.6751 -6.1428 0.443
H -4.1102 7.4012 2.7858 0.449
C -6.0236 -1.1772 -0.3411 -1.732
H 3.0678 1.2491 4.6489 0.582
H -0.3649 -0.1200 0.0599 0.010
C -2.2043 6.4649 1.1408 -1.223
C 2.4395 -2.2349 4.7775 0.404
H 5.4590 -3.1908 -3.4181 0.367
H 6.0713 1.2957 2.6420 0.331
H 1.6496 -1.5005 4.6754 -0.625
H 1.3108 2.6224 0.9625 0.149
H 2.7542 -0.0589 1.0881 -0.724
H 2.0373 3.5722 4.4355 0.556
H 4.2513 1.0241 -0.4567 0.498
H 4.8845 -5.7905 1.4211 0.382
H 6.0521 -5.1821 -2.2409 0.347
N -6.1640 0.3820 -2.2110 0.200
C 5.6412 -2.3822 -1.0348 -1.755
C 3.0759 2.5283 -6.1751 1.717
H -1.4020 7.1972 1.0253 0.523
H 0.1843 -2.0464 -1.4364 -0.211
C 2.3662 -2.9105 6.1707 -0.490
C -1.6914 -1.9625 5.0166 0.742
C 5.0690 -5.1103 -2.7139 -0.808
C -2.3785 6.0870 2.6049 1.119
H 5.1671 -5.5901 -3.6899 0.455
H -4.4320 2.2762 0.9996 -0.794
C -0.1891 -2.1340 0.6590 2.767
H -7.4276 0.9624 0.9064 0.505
H -6.2833 -1.3695 0.6994 0.477
C 1.6219 1.7527 1.5583 0.212
H 3.0017 -2.4459 6.9147 0.343
H 2.0633 -1.3006 -4.5213 0.319
H -3.8068 4.3864 -0.0539 0.667
Ag -2.1098 -4.3772 2.8069 0.548
C -4.7369 0.4472 -2.4585 2.403
C 0.2686 0.5658 -4.5017 -2.040
H -1.1196 -0.3737 1.7103 -0.008
O -6.9049 1.3554 -2.8850 -0.486
H 1.4677 0.7624 4.0616 -0.062
C 2.3875 2.2311 2.7801 2.162
O 1.2915 1.2734 -7.0372 -0.506
H -1.9945 1.0070 4.4216 -0.687
O -3.7542 4.6243 3.9491 -0.519
C -4.4678 -4.6797 -0.5508 0.770
C -4.0638 1.7191 -1.9348 -1.403
```

- highest occupied orbital energy (alpha / beta) (eV) = -9.92 / -9.92
- charge = +1
- LUMO energy (alpha / beta) (eV) = -3.06 / -5.35
- energy relative to the best compared isomer or geometry (same formula, charge and spin) (kcal/mol) = 0.0
- multiplicity = 2
- calculated total energy (Ha) = -3681.2967

***

Record 2
Formula: C60H130O25
Source: the OMol25 dataset
Level of theory: ωB97M-V/def2-TZVPD

Geometry as XYZ:
```
215
Properties=species:S:1:pos:R:3:mulliken_charge:R:1
H 7.0973 -1.7374 1.7635 0.192
H 2.2027 -3.2306 3.8590 0.324
C 3.2277 0.8632 4.5092 0.166
H -4.4820 0.0316 4.1552 0.333
H 2.1863 0.7086 -5.3394 -0.379
O -5.0099 -2.8294 -0.8788 0.415
H -5.5709 -6.3249 -4.6033 0.356
H 5.9933 5.3603 1.0555 0.189
H -0.8967 -1.6290 5.6399 0.573
O -9.4475 -3.2516 0.7996 -0.287
C 1.7678 -1.0152 -6.5512 0.981
H -0.0189 -0.4027 -1.2941 0.051
H -0.2839 1.7506 3.2465 -0.167
O 1.0469 0.3192 1.4064 0.266
C 7.3647 -0.7200 1.4347 -0.674
H 5.5764 2.6902 -2.5517 0.661
H 1.3549 5.3631 -6.3886 0.344
C -0.4292 0.1154 -0.4166 0.216
C 8.3459 2.0758 3.8394 0.606
C 2.2603 3.9897 -4.3198 0.005
C -1.3438 2.0763 3.1247 0.671
H 1.8601 4.8557 -0.5582 -0.359
C 5.2393 3.5026 -0.5958 0.684
H 4.0740 -0.0069 0.4619 -0.527
H 2.5353 3.4404 2.8371 0.172
H -6.3871 -8.8348 -3.2384 0.349
C -1.9598 4.4729 -2.0376 1.048
C 6.6544 -3.1824 4.3417 -0.946
H -2.3288 5.8536 -3.6830 0.411
H 4.0945 -2.9520 5.2193 0.463
H -3.3001 -5.4439 -4.1859 0.381
C 6.2557 -0.2836 0.5125 0.399
C 0.3907 -1.1753 -7.1317 -1.053
H -10.3107 -1.7326 1.8705 0.302
O 3.6574 3.5125 -2.4306 -0.140
O 0.4304 -4.5925 1.1437 -0.468
H 2.8562 7.9502 0.6042 0.381
H 2.5313 -3.1344 0.2214 0.313
C -1.6491 5.7305 -2.8329 -1.458
C 2.1626 -3.1774 -3.2932 -1.353
C -4.5814 0.2874 3.0844 -1.101
C -6.8250 -7.9394 -2.8427 -0.903
C 0.7414 0.7149 0.2824 0.017
C 3.5208 2.9666 2.9837 0.390
H 7.3270 3.9526 3.1849 0.582
H 2.7794 0.7284 5.4904 0.012
H -6.3910 2.3677 -0.9273 0.338
O 1.7198 -2.6590 6.3144 -0.567
C 3.3121 3.0147 -3.7025 -0.073
H -3.1655 -3.0738 -3.6416 0.402
C 9.7328 2.5148 4.2728 -1.312
O 6.5568 0.3184 -0.5275 -0.632
H 1.8782 -5.6311 2.2871 0.170
H 2.9113 2.0113 -3.6224 -0.273
H 4.1792 2.9960 -4.3980 0.372
C -0.6976 1.0629 -4.2130 0.598
H -4.7585 -2.3844 -3.4391 0.152
H -11.4503 -2.7894 0.9840 0.372
C -1.8438 0.1219 -3.9081 -0.155
O 1.9452 3.5548 -5.6130 -0.244
H -4.9851 -4.6296 0.1519 0.333
C -5.6704 -4.0050 -0.4224 -0.910
H -9.0168 -5.0899 0.1527 0.203
H 1.9886 -0.2860 7.7358 0.281
H 9.6687 3.4375 4.8390 0.329
H -2.6005 1.1474 -2.3005 -0.153
H 7.4969 4.6715 0.3667 0.220
O 5.5169 -2.7904 3.6427 -0.021
H 1.3491 -1.5904 8.6736 0.382
H 4.3279 -4.3665 4.3229 0.471
C 3.6136 2.3611 4.3730 0.125
H 4.6907 -0.8166 -3.0931 0.125
H -1.8624 0.0748 2.8844 0.192
C 1.0776 -1.6392 6.4960 0.689
H -3.5248 -5.7168 -2.4211 0.267
H 0.2120 -0.3493 8.0574 0.315
O 5.8499 4.7311 -0.9203 -0.498
H -3.6325 5.3681 -0.9782 0.582
H -2.4701 0.7320 4.4475 0.367
H 5.8817 2.7532 -0.0985 0.010
C 0.8111 -5.5539 2.1057 -0.699
H 8.1506 3.1167 1.9207 0.336
H 2.6513 -3.9853 -2.7422 0.369
H 4.1754 -1.5671 -4.6337 0.179
H -4.2134 -3.7007 2.2621 0.278
H 0.9415 2.6314 -0.7401 -0.150
H -10.7818 -4.8470 0.4123 0.395
C 0.6976 -3.2225 1.5106 0.453
C -10.4337 -1.3530 -0.3090 -0.584
O 3.0888 -3.4377 2.0579 -0.570
H 6.9602 -4.2023 4.1513 0.337
C 1.6231 6.2521 1.0338 0.579
H -0.6480 1.9108 -3.5641 -0.672
H 1.4714 6.4566 -1.1262 0.423
H 0.0744 -2.6459 0.8158 -0.057
H 0.0120 4.3360 -5.7358 0.223
C -8.0586 -1.2880 -0.9336 -0.530
H 3.6538 6.3551 0.7055 -0.013
H -0.1510 -0.0202 5.4551 0.257
H 4.2592 3.7739 2.9151 0.166
H 0.7478 3.9582 -7.2681 0.267
H -0.7981 1.5732 -5.1554 0.746
H 2.4195 0.5945 3.8051 -0.134
C 6.6042 5.2810 0.1492 -0.588
C -4.0975 -3.1662 -3.0739 -0.543
C 2.8286 -1.8591 -3.0959 1.056
C -9.8479 -4.3881 0.0405 -0.787
C -2.3200 0.9392 3.3731 -0.483
H 0.0934 4.0330 3.7332 0.156
C 2.1538 -2.8610 1.2071 0.202
H 1.1032 -3.0668 -3.1087 0.146
H -4.0409 4.2899 -2.2100 0.390
H 10.0946 1.6700 4.8465 0.356
H 7.4058 -0.1208 2.3222 -0.121
O -6.6425 0.4347 -0.2507 -0.163
H -6.2259 -0.8918 -1.8349 -0.405
O -3.5974 1.2169 2.8036 -0.297
C -7.0347 -0.3236 -1.3961 0.404
H 4.6890 -1.6080 0.7709 0.502
H 6.5691 -3.0166 5.4152 0.369
H -3.2026 -2.1307 -1.4618 -0.220
H -0.1403 -0.2261 -7.2318 0.267
H -0.6163 5.7655 -3.1621 0.160
C 2.3598 0.3673 -6.3468 -0.587
H -3.5849 1.4160 -3.7856 0.576
H 4.1269 0.2424 4.3892 0.168
C 1.5491 1.7932 -0.3833 1.780
H 1.3970 4.0413 -3.6486 -0.168
H -5.2981 1.7326 0.3590 0.257
C 4.7401 2.8210 -1.8352 -0.432
H 0.4319 -1.3737 4.4867 -0.359
C -3.8151 -3.0321 -1.5852 -0.356
H -3.2147 -3.8353 -1.1206 0.513
C 4.8586 -0.5552 0.9672 0.737
H 3.2060 7.1255 2.1759 0.364
O -1.7847 -1.0489 -4.2508 -0.526
H 0.1923 5.4049 -0.3263 -0.138
C -5.0372 -6.6240 -3.7068 -0.735
O -9.2191 -0.6135 -0.4437 -0.340
H 0.5859 -6.5775 1.7862 0.354
C 4.3160 -3.2813 4.2008 -1.377
H -1.2727 4.6156 2.7102 0.289
H 0.2090 0.4957 -4.1176 -0.529
O -4.7935 -4.3184 -3.4131 -0.368
H 4.8402 -0.3007 2.0372 -0.314
H -9.8932 -4.2061 -1.0376 0.326
O -1.1403 3.6053 -1.9522 -0.012
H -1.8118 6.6203 -2.2184 0.397
H 4.5002 1.7964 -1.5948 -0.077
H 7.4597 -2.4957 4.1110 0.210
O 4.0649 2.9879 5.3085 -0.641
C -3.0449 0.6921 -3.1870 0.356
H -8.3262 -1.9283 -1.7806 0.391
H 3.4334 0.2326 -6.4460 0.496
H -4.5155 -0.9105 1.3184 0.003
C 1.2408 5.7306 -0.3248 0.230
C 4.2896 -1.7203 -3.5541 -1.005
H -1.3681 2.4769 2.1196 0.041
O -5.9224 -6.9091 -2.6610 -0.171
C -0.9452 4.3023 3.6864 -0.600
H 6.5997 2.4823 2.6681 -0.187
C -10.4753 -2.2720 0.9336 -0.484
H 8.3571 -0.6232 0.9924 0.398
H 0.2872 -5.3921 3.0453 0.289
H -7.6452 -1.8781 -0.1284 -0.015
H 2.6292 5.0211 -4.3983 0.457
O 0.8711 6.0841 1.9756 -0.540
H 6.9513 6.2354 -0.2019 0.334
H -2.4960 -3.5937 2.7043 0.277
O -3.5150 -1.8661 2.9674 -0.370
H -11.2563 -0.5977 -0.2934 0.339
H -4.4089 -7.4935 -3.9855 0.384
H 4.4216 3.7372 0.1140 -0.436
C 3.0952 -2.8712 3.3320 0.472
H -0.9494 -0.6820 0.1076 -0.522
O 7.7824 1.1143 4.4233 -0.567
H -3.8182 -0.0418 -2.9545 -0.333
C 1.1047 -0.9314 7.8332 -1.215
H -7.3743 -8.1920 -1.9538 0.262
H -7.3422 0.3571 -2.1967 0.551
C -4.0409 -5.5108 -3.3598 -0.304
O -1.6658 3.1230 4.0155 -0.572
H -1.2267 5.0599 4.4171 0.330
H -10.5955 -1.9861 -1.1948 0.315
C 0.9617 4.3537 -6.2838 -0.773
H -3.4331 3.5825 -0.7048 0.024
H -6.0194 -4.6090 -1.2699 0.259
C 2.8965 7.0035 1.1519 -0.951
C 0.0527 -1.0880 5.4689 -0.381
O 2.1495 -0.9841 -2.5933 -0.334
H 10.3929 2.7888 3.4189 0.336
H -7.6152 -7.7303 -3.5507 0.351
H -6.5780 -3.6967 0.1251 0.155
H -5.5530 0.7789 2.9450 0.468
H 2.2667 -1.7755 1.1909 -0.458
H 3.6558 2.1663 2.2483 -0.524
H 0.4166 -1.6244 -8.1209 0.438
H 2.1073 1.3350 -1.2039 -0.499
C 7.5553 2.9545 2.8300 -0.463
C -3.3188 -3.0527 2.2612 -0.129
H -0.1889 -1.8051 -6.4689 0.099
H 2.0135 1.1269 -7.0624 0.384
O 2.4170 -2.0369 -6.3635 -0.610
H -1.1316 0.9038 -0.6632 0.038
H 2.2626 -3.4236 -4.3499 0.472
H 0.5323 -3.0514 2.5761 0.089
H 4.9708 -2.5412 -3.3270 0.424
C -4.5269 -1.0563 2.4092 0.099
C -3.3411 4.4196 -1.3896 -1.418
H -5.4768 -1.5782 2.6036 0.434
H -5.0687 1.2912 -1.3488 0.169
C -5.8143 1.4979 -0.5639 -0.777
H 2.3476 2.1467 0.2806 -1.205
H 2.9931 -1.7640 3.2686 -0.030
H -3.0080 -2.8280 1.2360 -0.203
```

- highest occupied orbital energy (eV) = -8.86
- charge = 0
- LUMO energy (eV) = 0.30
- energy relative to the best compared isomer or geometry (same formula, charge and spin) (kcal/mol) = 195.0
- multiplicity = 1
- calculated total energy (Ha) = -4244.7807